# 1
Here is a single C6H7P molecule in a non-equilibrium geometry from the OMol25 dataset. Energies are from the ωB97M-V functional and the def2-TZVPD basis.

XYZ file:
```
14
Properties=species:S:1:pos:R:3:lowdin_charge:R:1
C -0.384 1.406 1.783 -0.462
H 1.723 -2.416 -1.921 0.036
C -0.310 1.491 3.079 -0.145
H -0.577 0.579 3.646 0.036
C 0.908 -1.889 -2.089 0.049
H -0.176 2.387 3.713 0.061
C -0.340 -1.149 -1.478 -0.357
H 0.365 -0.229 -3.573 0.063
H -1.173 -1.733 -1.541 0.067
P -0.790 -0.267 1.096 0.934
C 0.365 -0.893 -2.795 -0.005
C -0.069 -0.215 -0.370 -0.468
H 0.732 0.571 -0.720 0.110
H -0.275 2.356 1.171 0.081
```

Results
Kohn-Sham gap: 0.3196 hartree
relative energy (zero: lowest compared OMol25 entry of this formula, charge and spin): 462.0 kJ/mol
strongest force on any atom: 7.88 eV/A
charge: 0
M: 110.1 g mol⁻¹
E_tot: -15618.92778 eV
spin multiplicity: 1
SMILES string: C=C/P=C/C1C=C1


# 2
Here is a single C6H8 molecule from the OMol25 dataset. Energies are from the ωB97M-V functional and the def2-TZVPD basis.

XYZ file:
```
14
Properties=species:S:1:pos:R:3:lowdin_charge:R:1
H 0.812 2.261 -0.762 0.082
C 2.016 0.272 1.046 0.130
H 0.197 -2.439 0.699 0.101
H -0.539 1.805 -1.882 0.085
C -0.146 1.742 -0.863 -0.026
H -0.689 -1.415 -1.410 0.124
C -0.181 -1.415 0.742 -0.125
H -0.789 -1.295 1.644 0.105
C -0.030 0.353 -0.370 -0.215
C 0.789 -0.231 0.567 -0.349
C -0.923 -0.847 -0.502 -0.115
H -0.871 2.245 -0.206 0.102
H -2.002 -0.680 -0.461 0.113
H 2.390 -0.416 1.834 -0.013
```

Results
Kohn-Sham gap: 0.2701 hartree
relative energy (zero: lowest compared OMol25 entry of this formula, charge and spin): 384.6 kJ/mol
strongest force on any atom: 0.46 eV/A
charge: 0
M: 80.1 g mol⁻¹
E_tot: -6346.79737 eV
spin multiplicity: 1


# 3
Here is a single C6H8 molecule from the OMol25 dataset. Energies are from the ωB97M-V functional and the def2-TZVPD basis.

XYZ file:
```
14
Properties=species:S:1:pos:R:3:lowdin_charge:R:1
C 1.107 0.705 -0.999 -0.197
C -0.535 0.753 0.858 -0.121
H -0.723 -2.355 2.006 0.056
H -0.266 1.559 1.539 0.108
H 1.842 1.424 -0.632 0.101
H 2.564 -0.541 -1.883 0.050
C 1.514 -0.362 -1.675 -0.005
H -0.988 0.301 -1.192 0.112
C -0.956 -0.382 1.349 -0.113
C -1.395 -1.528 1.793 0.002
C -0.329 0.970 -0.628 -0.215
H -0.606 1.999 -0.889 0.107
H -2.457 -1.696 1.954 0.056
H 0.814 -1.112 -2.043 0.060
```

Results
Kohn-Sham gap: 0.3853 hartree
relative energy (zero: lowest compared OMol25 entry of this formula, charge and spin): 150.0 kJ/mol
strongest force on any atom: 0.27 eV/A
charge: 0
M: 80.1 g mol⁻¹
E_tot: -6349.22952 eV
spin multiplicity: 1
SMILES string: C=C=CCC=C